(1)
# C22H15N5O11PdSSe

A molecular structure, C22H15N5O11PdSSe (ωB97M-V/def2-TZVPD, the Open Molecules 2025 dataset).

Values from the calculation:
E_HOMO (spin up / spin down), eV: -2.8 / -3.4
Multiplicity: 3
Electronic energy, Eh: -4876.214500
LUMO (spin up / spin down), eV: 3.60 / 3.56
Total charge: -2

Each line ends with the Löwdin charge.
CARTESIAN COORDINATES (ANGSTROEM)
1 Pd -0.67015 -0.04178 -1.33387  1.071
2 O -4.42234 -1.39263 -2.78138  0.003
3 C -3.54807 -0.70956 -2.24701  -0.610
4 O -2.41358 -1.14387 -1.87083  -0.108
5 C -3.92060 0.76086 -1.99056  -0.029
6 C -5.25597 0.98412 -1.78234  0.056
7 C -5.76794 2.26801 -1.54497  -0.158
8 C -4.93161 3.35765 -1.57600  0.055
9 C -3.59212 3.16920 -1.83771  -0.071
10 C -2.99220 1.86398 -1.98841  -0.283
11 O -1.73944 1.72924 -2.09788  -0.203
12 N -2.80138 4.37542 -1.93865  -0.351
13 O -3.14386 5.35255 -1.28171  0.035
14 O -1.84818 4.38931 -2.69840  -0.005
15 N -7.17799 2.46620 -1.30725  -0.370
16 O -7.58992 3.61084 -1.13979  0.020
17 O -7.91046 1.48848 -1.28157  0.043
18 H -5.92220 0.13433 -1.82070  0.125
19 H -5.31598 4.35489 -1.42395  0.123
20 C 3.88434 -2.61566 5.24992  -0.069
21 C 2.76032 -2.43072 4.26128  -0.294
22 C 2.31301 -1.15934 3.91552  -0.053
23 C 1.29002 -0.98680 2.99454  -0.067
24 C 0.69827 -2.09391 2.40436  -0.264
25 C 1.12785 -3.37038 2.74328  -0.055
26 C 2.15278 -3.53233 3.66540  -0.055
27 S -0.55734 -1.87771 1.14514  0.524
28 O -1.24333 -0.65277 1.50675  -0.354
29 O -1.29891 -3.11927 1.15123  -0.322
30 N 0.28310 -1.60472 -0.15650  -0.306
31 C 0.59947 -2.70546 -1.05631  -0.199
32 C 1.09914 -2.14249 -2.39448  -0.663
33 O 1.82873 -2.85158 -3.08293  -0.017
34 O 0.68869 -0.96610 -2.72307  -0.136
35 H 4.10424 -1.68531 5.77409  0.066
36 H 4.79920 -2.93887 4.74704  0.074
37 H 3.63433 -3.37488 5.99351  0.070
38 H 2.77000 -0.28969 4.37611  0.104
39 H 0.93213 0.00012 2.72842  0.113
40 H 0.64187 -4.22173 2.28566  0.108
41 H 2.48426 -4.53151 3.92918  0.105
42 H -0.27859 -3.32443 -1.26758  0.115
43 H 1.38588 -3.35863 -0.66592  0.108
44 Se 0.81309 2.85654 -2.41722  1.249
45 N 1.01338 1.58986 -1.19321  -0.266
46 C 2.31240 1.40718 -1.01916  -0.363
47 C 2.87472 0.42484 -0.15479  -0.008
48 C 4.22402 0.36467 -0.05081  -0.079
49 C 5.07695 1.25010 -0.78203  -0.100
50 C 4.58161 2.18298 -1.63151  -0.043
51 C 3.16552 2.28643 -1.78571  -0.403
52 N 2.54983 3.11756 -2.60586  -0.241
53 H 2.20382 -0.26463 0.34447  0.087
54 H 4.67832 -0.38777 0.58219  0.098
55 H 6.14934 1.15097 -0.66055  0.091
56 H 5.22150 2.83821 -2.20757  0.102

---

(2)
# C22H15O4PYb

A molecular structure, C22H15O4PYb in a non-equilibrium geometry (ωB97M-V/def2-TZVPD, the Open Molecules 2025 dataset).

Values from the calculation:
E_HOMO (spin up / spin down), eV: -18.1 / -17.9
Multiplicity: 2
Electronic energy, Eh: -2647.237895
LUMO (spin up / spin down), eV: -10.36 / -13.10
Total charge: +3

Each line ends with the Löwdin charge.
CARTESIAN COORDINATES (ANGSTROEM)
1 Yb 0.01834 -1.44299 0.26352  1.230
2 O -0.71983 4.32654 -0.02826  0.076
3 C -0.56460 3.22332 0.08172  -0.036
4 C 2.50395 -1.18572 -0.20704  0.022
5 O 3.67466 -1.19647 -0.11454  0.148
6 C -2.20194 -2.17986 -0.61211  0.005
7 O -3.25777 -2.62671 -0.72372  0.177
8 C -0.02106 -0.16432 -2.23143  0.033
9 O -0.02906 0.20550 -3.34712  0.132
10 C -0.76133 3.86520 5.71252  0.063
11 C 0.13105 4.01451 4.64101  0.026
12 C 0.33544 2.99440 3.72850  -0.040
13 C -0.35431 1.78336 3.86559  -0.328
14 C -1.20203 1.59306 4.98755  0.001
15 C -1.39288 2.64175 5.86813  -0.001
16 P -0.05161 0.53505 2.70501  1.031
17 C 1.57434 -0.10574 3.29595  -0.371
18 C 2.72335 0.46307 2.69382  -0.153
19 C 4.00399 0.23355 3.16458  -0.035
20 C 4.15888 -0.65358 4.25775  0.003
21 C 3.03789 -1.22956 4.89228  -0.021
22 C 1.76258 -0.91085 4.43871  -0.082
23 C -1.38951 -0.66250 3.05678  -0.459
24 C -1.22225 -1.94962 3.57870  -0.121
25 C -2.30933 -2.76349 3.81518  -0.035
26 C -3.59653 -2.30553 3.52324  -0.008
27 C -3.80668 -1.01312 3.00831  -0.031
28 C -2.71169 -0.19224 2.81290  -0.114
29 H -0.94109 4.71130 6.40216  0.162
30 H 0.63257 4.95607 4.50184  0.137
31 H 1.00286 3.13368 2.91306  0.104
32 H -1.73193 0.66906 5.17540  0.125
33 H -2.11086 2.53136 6.71381  0.155
34 H 2.54307 1.11615 1.84312  0.093
35 H 4.84014 0.71040 2.66250  0.129
36 H 5.17710 -0.82682 4.59612  0.130
37 H 3.23649 -1.91803 5.71061  0.131
38 H 0.92345 -1.30956 5.01322  0.107
39 H -0.23380 -2.34766 3.80604  0.092
40 H -2.21996 -3.77450 4.21108  0.135
41 H -4.48177 -2.90995 3.66620  0.131
42 H -4.79243 -0.62162 2.73499  0.137
43 H -2.80291 0.83702 2.45093  0.118